# 1
The following is a DFT calculation (ωB97M-V/def2-TZVPD) of a structure of composition C12H24BInO5P.

CARTESIAN COORDINATES (ANGSTROEM)
C  2.25  -4.15  0.38
C  1.47  -2.91  0.04
C  0.11  -2.80  0.33
C  -0.61  -1.64  0.02
C  0.00  -0.55  -0.60
C  -0.78  0.68  -0.95
In  0.14  2.61  -0.38
O  -0.85  4.05  -1.50
O  -0.18  3.14  1.60
B  0.88  2.99  2.41
O  1.94  3.90  2.50
O  0.99  1.88  3.27
P  2.61  2.98  -0.80
C  3.02  2.58  -2.57
C  3.67  1.84  0.20
C  1.36  -0.68  -0.91
C  2.08  -1.82  -0.59
H  1.69  -4.80  1.04
H  2.53  -4.70  -0.52
H  3.18  -3.87  0.88
H  -0.39  -3.64  0.80
H  -1.66  -1.61  0.27
H  -1.75  0.63  -0.44
H  -1.00  0.68  -2.02
H  -1.03  3.63  -2.34
H  2.14  4.29  1.64
H  1.43  2.14  4.09
H  3.47  1.59  -2.65
H  3.72  3.32  -2.96
H  2.11  2.61  -3.17
H  3.99  0.98  -0.39
H  3.14  1.48  1.08
H  4.58  2.36  0.53
H  1.87  0.15  -1.40
H  3.14  -1.86  -0.83
C  -6.10  -1.16  0.81
C  -5.29  -2.02  -0.14
O  -3.98  -2.26  0.33
H  -5.59  -0.21  0.98
H  -7.10  -0.96  0.42
H  -6.21  -1.66  1.78
H  -5.17  -1.51  -1.10
H  -5.81  -2.97  -0.33
H  -4.04  -2.72  1.18

Its net charge is -1. The total energy is -1404.39390 a.u. The HOMO-LUMO gap comes out at 6.43 eV.


# 2
The following is a DFT calculation (ωB97M-V/def2-TZVPD) of a cluster of 6 separate species, C12H24Br12 in total in a non-equilibrium geometry.

CARTESIAN COORDINATES (ANGSTROEM)
Br  -0.83  3.85  -4.78
C  -0.64  2.09  -3.98
C  -1.45  0.99  -4.75
Br  -1.07  -0.85  -4.13
H  -0.88  2.09  -2.92
H  0.42  1.88  -4.05
H  -1.14  1.00  -5.79
H  -2.53  1.14  -4.68
Br  0.99  -4.63  3.25
C  -0.89  -4.24  3.09
C  -1.66  -4.29  4.38
Br  -3.61  -4.46  3.79
H  -1.29  -4.90  2.32
H  -1.06  -3.21  2.80
H  -1.51  -3.45  5.06
H  -1.44  -5.19  4.95
Br  -3.57  5.61  -0.32
C  -3.86  4.28  -1.76
C  -4.26  2.86  -1.17
Br  -4.23  1.52  -2.59
H  -2.96  4.27  -2.38
H  -4.58  4.54  -2.54
H  -5.21  3.11  -0.70
H  -3.53  2.51  -0.44
Br  0.87  -0.10  -0.40
C  -1.15  0.00  -0.39
C  -1.75  -0.99  0.60
Br  -1.38  -0.33  2.40
H  -1.59  -0.28  -1.35
H  -1.50  0.99  -0.11
H  -1.37  -2.01  0.47
H  -2.83  -1.14  0.63
Br  6.10  -1.70  -2.52
C  5.49  -2.13  -0.71
C  3.92  -2.00  -0.69
Br  3.58  -2.58  1.16
H  6.00  -1.38  -0.10
H  5.86  -3.14  -0.52
H  3.23  -2.66  -1.21
H  3.53  -0.99  -0.68
Br  1.22  2.14  4.21
C  3.00  1.74  3.38
C  2.92  1.65  1.82
Br  4.68  1.22  1.07
H  3.52  0.90  3.84
H  3.58  2.62  3.66
H  2.65  2.65  1.46
H  2.20  1.01  1.31

The calculation puts the energy above the lowest of the compared OMol25 structures with the same formula, charge and spin at 170.6 kJ/mol. The total energy is -31359.76198 a.u. Its SMILES is BrCCBr.BrCCBr.BrCCBr.BrCCBr.BrCCBr.BrCCBr. The HOMO-LUMO gap comes out at 10.05 eV.


# 3
The following is a DFT calculation (ωB97M-V/def2-TZVPD) of a cluster of 6 separate species, C12H24Br12 in total in a non-equilibrium geometry.

CARTESIAN COORDINATES (ANGSTROEM)
Br  -20.79  14.24  -15.40
C  -21.53  15.53  -16.68
C  -23.03  15.36  -16.72
Br  -23.80  16.18  -15.10
H  -21.07  15.34  -17.65
H  -21.15  16.50  -16.36
H  -23.42  14.36  -16.90
H  -23.46  16.06  -17.44
Br  -24.99  7.39  -15.46
C  -24.83  9.30  -15.01
C  -25.06  10.10  -16.30
Br  -24.87  12.03  -15.97
H  -23.78  9.46  -14.78
H  -25.49  9.62  -14.21
H  -26.09  9.97  -16.63
H  -24.42  9.90  -17.15
Br  -21.13  9.58  -17.99
C  -21.51  11.52  -17.82
C  -22.41  12.00  -18.94
Br  -21.43  11.93  -20.68
H  -20.56  12.04  -17.85
H  -21.93  11.72  -16.84
H  -22.71  13.02  -18.74
H  -23.27  11.36  -19.09
Br  -31.60  9.26  -19.24
C  -30.32  8.49  -17.96
C  -29.44  9.54  -17.36
Br  -28.45  8.68  -15.86
H  -29.72  7.76  -18.49
H  -30.99  7.98  -17.27
H  -30.02  10.36  -16.95
H  -28.72  9.91  -18.09
Br  -24.91  7.17  -11.50
C  -26.81  7.62  -11.87
C  -27.45  6.56  -12.75
Br  -29.38  6.69  -12.57
H  -26.79  8.59  -12.37
H  -27.33  7.60  -10.92
H  -27.14  5.55  -12.50
H  -27.19  6.65  -13.80
Br  -23.58  4.61  -19.97
C  -23.94  5.75  -18.42
C  -22.70  6.54  -18.07
Br  -21.51  5.25  -17.16
H  -24.14  5.06  -17.60
H  -24.84  6.30  -18.68
H  -22.91  7.36  -17.39
H  -22.28  6.94  -18.99

The calculation puts the energy above the lowest of the compared OMol25 structures with the same formula, charge and spin at 81.7 kJ/mol. The total energy is -31359.79584 a.u. Its SMILES is BrCCBr.BrCCBr.BrCCBr.BrCCBr.BrCCBr.BrCCBr. The HOMO-LUMO gap comes out at 10.05 eV.


# 4
The following is a DFT calculation (ωB97M-V/def2-TZVPD) of a cluster of 6 separate species, C12H24Br12 in total in a non-equilibrium geometry.

CARTESIAN COORDINATES (ANGSTROEM)
Br  -0.06  8.54  -3.41
C  -0.51  7.51  -1.85
C  -1.10  8.39  -0.70
Br  -1.73  7.37  0.95
H  0.41  7.01  -1.55
H  -1.22  6.75  -2.17
H  -1.97  8.97  -1.00
H  -0.37  9.10  -0.31
Br  -7.89  0.49  -0.65
C  -6.72  -0.57  0.54
C  -6.30  0.18  1.80
Br  -5.31  -1.11  2.91
H  -5.81  -0.94  0.07
H  -7.29  -1.44  0.88
H  -7.11  0.65  2.38
H  -5.70  0.94  1.31
Br  -3.30  -6.76  -2.12
C  -2.99  -8.65  -2.68
C  -3.95  -8.90  -3.85
Br  -3.50  -10.59  -4.82
H  -3.21  -9.29  -1.83
H  -1.98  -8.82  -3.07
H  -3.80  -8.10  -4.57
H  -4.98  -8.81  -3.49
Br  3.95  6.22  3.10
C  3.65  7.29  4.77
C  4.40  8.64  4.77
Br  3.52  10.12  3.80
H  3.94  6.56  5.53
H  2.57  7.43  4.77
H  5.38  8.77  4.31
H  4.51  8.98  5.81
Br  7.61  -5.85  0.52
C  6.83  -7.19  -0.75
C  6.11  -6.47  -1.90
Br  4.18  -6.00  -1.59
H  6.05  -7.81  -0.31
H  7.60  -7.82  -1.19
H  6.15  -7.19  -2.72
H  6.68  -5.58  -2.17
Br  1.44  -1.47  1.83
C  0.53  -0.02  0.80
C  0.28  -0.47  -0.66
Br  -0.87  0.87  -1.64
H  1.17  0.86  0.78
H  -0.39  0.25  1.32
H  -0.17  -1.45  -0.80
H  1.24  -0.60  -1.16

The calculation puts the energy above the lowest of the compared OMol25 structures with the same formula, charge and spin at 207.5 kJ/mol. The total energy is -31359.74790 a.u. Its SMILES is BrCCBr.BrCCBr.BrCCBr.BrCCBr.BrCCBr.BrCCBr. The HOMO-LUMO gap comes out at 10.46 eV.


# 5
The following is a DFT calculation (ωB97M-V/def2-TZVPD) of a cluster of 4 separate species, C12H24Br2O4 in total in a non-equilibrium geometry.

CARTESIAN COORDINATES (ANGSTROEM)
C  2.50  0.37  1.09
C  3.61  -0.67  0.72
O  3.31  -1.69  0.09
C  4.97  -0.36  1.28
H  1.99  0.74  0.20
H  3.06  1.19  1.55
H  1.85  -0.07  1.85
H  5.64  -1.22  1.22
H  4.95  -0.03  2.32
H  5.40  0.53  0.83
C  -1.25  4.97  -1.92
C  -1.18  6.41  -2.28
O  -1.75  7.23  -1.61
C  -0.25  6.84  -3.49
H  -0.53  4.82  -1.12
H  -0.93  4.53  -2.87
H  -2.21  4.49  -1.73
H  -0.23  7.81  -3.99
H  -0.12  6.12  -4.30
H  0.72  6.92  -2.98
O  -2.07  -3.44  0.86
C  -0.83  -3.68  0.81
O  -0.28  -4.90  0.77
C  -1.09  -5.94  1.17
C  -0.28  -7.18  1.24
C  0.13  -2.53  1.01
H  -1.90  -5.93  0.45
H  -1.54  -5.74  2.15
H  0.58  -7.04  1.89
H  0.05  -7.58  0.28
H  -0.75  -8.00  1.78
H  0.09  -1.73  0.27
H  1.12  -2.98  1.10
H  -0.27  -2.11  1.93
Br  -0.61  0.86  -0.78
C  -2.55  1.24  -0.78
C  -3.15  1.20  0.61
Br  -4.95  2.03  0.77
H  -2.93  0.43  -1.41
H  -2.55  2.20  -1.30
H  -2.51  1.70  1.34
H  -3.26  0.17  0.96

Its net charge is +1. Its multiplicity is 2. The total energy is -5920.21868 a.u. The expectation value of S² is 0.76. The HOMO-LUMO gap (alpha / beta) comes out at 5.77 / 1.95 eV.


# 6
The following is a DFT calculation (ωB97M-V/def2-TZVPD) of a structure of composition C12H24Cl2LiO11 in a non-equilibrium geometry.

CARTESIAN COORDINATES (ANGSTROEM)
Li  -3.97  -2.65  -11.28
Cl  -4.15  -0.25  -14.10
O  -2.89  0.36  -14.39
O  -4.48  -1.12  -15.20
O  -4.16  -0.85  -12.81
O  -5.05  0.90  -14.06
Cl  -3.48  -1.92  -8.16
O  -4.40  -1.43  -7.15
O  -4.13  -3.06  -8.86
O  -3.23  -0.87  -9.13
O  -2.28  -2.33  -7.52
C  -7.73  -1.04  -11.33
C  -8.30  -2.29  -11.99
C  -7.03  -3.10  -12.09
O  -5.98  -2.57  -11.20
C  -6.58  -1.46  -10.49
H  -8.49  -0.55  -10.73
H  -7.35  -0.27  -12.00
H  -8.88  -2.09  -12.89
H  -9.03  -2.79  -11.34
H  -6.69  -2.86  -13.09
H  -7.23  -4.14  -11.82
H  -5.95  -0.58  -10.39
H  -7.09  -1.73  -9.56
C  0.40  -2.15  -11.73
C  0.13  -2.93  -10.45
C  -1.08  -3.73  -10.72
O  -1.85  -2.76  -11.37
C  -1.09  -1.82  -12.09
H  0.78  -2.77  -12.54
H  1.04  -1.29  -11.53
H  -0.11  -2.30  -9.60
H  0.98  -3.56  -10.18
H  -1.57  -4.17  -9.85
H  -0.81  -4.55  -11.38
H  -1.31  -0.85  -11.63
H  -1.22  -1.75  -13.17
C  -3.79  -5.99  -13.80
C  -4.87  -6.38  -12.83
C  -4.51  -5.54  -11.61
O  -4.22  -4.28  -12.24
C  -3.66  -4.50  -13.60
H  -4.07  -6.24  -14.83
H  -2.85  -6.49  -13.59
H  -4.82  -7.44  -12.59
H  -5.85  -6.14  -13.22
H  -3.64  -5.96  -11.11
H  -5.32  -5.51  -10.89
H  -2.71  -3.97  -13.72
H  -4.32  -4.06  -14.35

Its multiplicity is 2. The total energy is -2226.55504 a.u. The expectation value of S² is 0.76. The HOMO-LUMO gap (alpha / beta) comes out at 9.10 / 3.00 eV.


# 7
The following is a DFT calculation (ωB97M-V/def2-TZVPD) of a structure of composition C12H24Cl2N2OPd in a non-equilibrium geometry.

CARTESIAN COORDINATES (ANGSTROEM)
Pd  1.29  0.49  -0.56
Cl  -1.16  -1.66  -1.72
Cl  0.67  2.85  -0.58
C  2.23  -0.15  -2.02
H  2.92  0.61  -2.38
H  2.54  -1.19  -2.09
C  -0.58  0.04  -1.95
C  0.76  0.15  -2.60
H  -0.65  0.48  -0.92
C  0.72  -0.81  -3.83
H  0.84  1.18  -2.98
C  -0.31  -0.31  -4.83
H  1.71  -0.89  -4.29
H  0.45  -1.80  -3.46
C  -1.66  0.10  -4.23
H  0.11  0.55  -5.38
H  -0.50  -1.09  -5.57
C  -1.54  0.81  -2.88
H  -2.19  0.76  -4.93
H  -2.29  -0.79  -4.08
H  -1.12  1.82  -3.00
H  -2.51  0.99  -2.40
C  0.13  2.33  2.43
N  0.14  1.11  3.21
C  0.02  1.28  4.64
C  0.15  -0.09  2.57
O  0.26  -0.14  1.31
N  0.02  -1.30  3.17
C  -0.12  -1.62  4.57
C  -0.06  -2.41  2.25
H  0.22  3.17  3.11
H  -0.79  2.42  1.84
H  0.98  2.34  1.73
H  -0.87  0.79  5.05
H  0.92  0.93  5.17
H  -0.07  2.36  4.83
H  -1.18  -1.61  4.88
H  0.27  -2.64  4.70
H  0.46  -0.94  5.19
H  -0.91  -2.30  1.55
H  0.85  -2.49  1.64
H  -0.19  -3.32  2.84

Its multiplicity is 5. The total energy is -1704.32749 a.u. The expectation value of S² is 6.01. The HOMO-LUMO gap (alpha / beta) comes out at 3.07 / 6.04 eV.


# 8
The following is a DFT calculation (ωB97M-V/def2-TZVPD) of a structure of composition C12H24ClIMgO12 in a non-equilibrium geometry.

CARTESIAN COORDINATES (ANGSTROEM)
Mg  -0.11  0.00  0.21
I  -0.58  -2.86  0.04
Cl  0.46  2.29  0.17
C  4.16  -2.11  2.74
O  2.91  -1.55  2.34
C  2.84  -0.86  1.20
O  1.78  -0.47  0.80
O  4.01  -0.71  0.63
C  4.04  0.07  -0.56
H  4.46  -2.92  2.08
H  3.98  -2.57  3.71
H  4.94  -1.35  2.82
H  5.02  -0.04  -1.02
H  3.84  1.11  -0.32
H  3.34  -0.25  -1.33
C  -1.84  2.43  2.98
O  -1.89  1.24  3.78
C  -1.31  0.17  3.25
O  -0.90  0.09  2.11
O  -1.14  -0.72  4.18
C  -0.61  -2.01  3.85
H  -0.83  2.83  3.05
H  -2.58  3.13  3.36
H  -2.05  2.23  1.94
H  0.42  -1.84  3.55
H  -1.12  -2.56  3.06
H  -0.61  -2.64  4.74
C  -3.20  -0.21  -2.87
O  -3.60  0.78  -1.94
C  -2.90  0.87  -0.81
O  -1.86  0.30  -0.65
O  -3.51  1.59  0.10
C  -4.45  2.59  -0.25
H  -3.26  -1.19  -2.41
H  -2.20  0.04  -3.24
H  -3.73  -0.16  -3.82
H  -3.99  3.48  -0.69
H  -4.95  2.87  0.67
H  -5.17  2.26  -0.99
C  1.82  -2.46  -2.79
O  1.66  -1.27  -3.54
C  1.03  -0.26  -2.99
O  0.69  -0.17  -1.84
O  0.90  0.71  -3.90
C  0.24  1.90  -3.46
H  2.70  -3.00  -3.14
H  0.91  -3.05  -2.84
H  2.07  -2.30  -1.73
H  -0.40  2.20  -4.30
H  0.98  2.66  -3.27
H  -0.46  1.72  -2.64

The calculation puts the energy above the lowest of the compared OMol25 structures with the same formula, charge and spin at 0.0 kJ/mol. The total energy is -2332.72106 a.u. The HOMO-LUMO gap comes out at 7.95 eV.